# C2H3N3O

One molecule with the formula C2H3N3O (wB97M-V/def2-TZVPD, OMol25).

Geometry (Å):
O 2.36990 -0.23962 0.10427
C 0.90855 -0.04218 0.12046
N 1.41000 1.11612 0.34203
N -1.51822 0.81731 0.22327
C -1.28053 -0.41445 0.00829
N 0.02007 -0.91836 -0.06704
H 2.66178 -0.17878 -0.82402
H -2.52098 0.99199 0.24326
H -2.04084 -1.18820 -0.14016

Forces on atoms 1 to 6 (eV/Å):
0.33 -0.19 -0.17
-0.18 0.34 0.03
-0.29 -0.30 -0.06
-0.11 -0.33 -0.05
-0.10 0.14 0.01
0.20 0.15 0.04

Summary:
**Electronic energy**: -8635.8843 eV
**Gap between HOMO and LUMO**: 9.36 eV

natural (NBO) atomic charge list, values in e, 8 entries:
1 O -0.481
2 C 0.611
3 N -0.123
4 N -0.687
5 C 0.267
6 N -0.603
7 H 0.505
8 H 0.349